Record 1
Molecular formula: C35H41FN2O2S4Ti
Method: DFT, ωB97M-V/def2-TZVPD

```
86
Properties=species:S:1:pos:R:3
Ti 0.619 -0.659 0.367
C 2.162 3.215 2.771
C 3.516 2.538 2.589
S 3.430 0.729 2.309
C 3.292 0.038 3.996
C 1.927 0.178 4.637
S 0.598 -0.707 3.720
C -0.807 0.299 4.346
C -2.020 0.216 3.447
S -1.760 0.804 1.742
C -1.868 2.630 1.953
C -0.560 3.299 2.356
S 0.834 2.122 2.111
H 2.129 4.161 2.228
H 1.950 3.406 3.826
H 4.178 2.725 3.434
H 3.995 2.896 1.678
H 4.043 0.525 4.621
H 3.560 -1.010 3.867
H 1.639 1.226 4.680
H 1.955 -0.230 5.650
H -0.455 1.326 4.409
H -1.059 -0.060 5.347
H -2.841 0.790 3.876
H -2.334 -0.818 3.311
H -2.665 2.840 2.665
H -2.182 2.961 0.965
H -0.565 3.584 3.409
H -0.371 4.189 1.755
C 3.498 -3.681 1.334
C 4.024 -3.769 0.030
C 3.797 -2.734 -0.840
C 3.029 -1.625 -0.431
N 2.365 -1.636 0.787
C 2.660 -2.633 1.633
C 2.881 -0.410 -1.165
C 3.565 -0.071 -2.350
C 3.412 1.181 -2.897
C 2.568 2.101 -2.254
C 1.900 1.703 -1.118
N 2.036 0.495 -0.565
H 3.707 -4.447 2.063
H 4.588 -4.637 -0.272
H 4.179 -2.770 -1.848
H 2.159 -2.587 2.596
H 4.206 -0.798 -2.822
H 3.925 1.458 -3.806
H 2.430 3.093 -2.653
H 1.228 2.389 -0.609
F -5.543 -3.186 1.516
C -4.235 -3.035 1.179
C -3.300 -2.886 2.185
C -1.966 -2.757 1.844
C -1.548 -2.765 0.505
C -0.120 -2.666 0.177
C -2.533 -2.942 -0.477
C -3.867 -3.074 -0.152
H -3.627 -2.879 3.216
H -1.215 -2.670 2.626
H 0.086 -3.045 -0.837
H 0.439 -3.286 0.890
H -2.245 -2.979 -1.518
H -4.616 -3.214 -0.913
C -2.769 1.567 -6.818
C -2.435 1.218 -5.399
C -2.999 1.904 -4.337
C -2.746 1.549 -3.019
C -3.371 2.345 -1.910
C -1.887 0.479 -2.764
C -1.274 -0.203 -3.822
C -0.337 -1.350 -3.576
C -1.560 0.175 -5.124
C -1.639 0.044 -1.344
O -2.568 -0.265 -0.607
O -0.411 0.048 -0.972
H -3.394 2.455 -6.860
H -3.309 0.742 -7.281
H -1.866 1.743 -7.400
H -3.671 2.728 -4.535
H -4.210 2.928 -2.284
H -2.643 3.040 -1.489
H -3.720 1.696 -1.112
H -0.810 -2.093 -2.934
H 0.572 -1.008 -3.072
H -0.056 -1.831 -4.513
H -1.106 -0.361 -5.947
```

E: -4160.36004 Eh
HOMO (spin up / spin down): -5.178 / -5.252 eV
HOMO-LUMO gap (spin up / spin down): 5.30 / 5.38 eV

These are the Löwdin partial charges, in e, on atoms 1 to 6: number 1, Ti, carries 0.92; number 2, C, carries -0.48; number 3, C, carries -0.50; number 4, S, carries 0.85; number 5, C, carries -0.50; number 6, C, carries -0.50

***

Record 2
Molecular formula: C4H6FNO2
Method: DFT, ωB97M-V/def2-TZVPD

```
14
Properties=species:S:1:pos:R:3
C 0.055 0.404 0.025
C 1.055 -0.784 0.214
C -1.286 0.285 0.158
C -2.024 -0.995 -0.079
H 1.699 1.773 -0.163
H 0.302 2.623 0.139
H 1.054 -0.570 1.364
H 0.727 -2.042 0.126
H 2.411 -0.223 -1.239
H -1.648 -2.030 0.210
N 0.689 1.585 -0.192
O 2.337 -0.658 -0.249
O -3.251 -0.669 -0.323
F -2.121 1.301 0.009
```

E: -460.97724 Eh
SMILES string: N/C(CO)=C(\F)C=O
HOMO: -8.479 eV
HOMO-LUMO gap: 8.66 eV
relative energy (zero: lowest compared OMol25 entry of this formula, charge and spin): 411.10 kJ/mol

These are the Löwdin partial charges, in e, on atoms 1 to 6: number 1, C, carries -0.29; number 2, C, carries -0.26; number 3, C, carries -0.29; number 4, C, carries -0.12; number 5, H, carries 0.10; number 6, H, carries 0.20

***

Record 3
Molecular formula: C3H5O2P
Method: DFT, ωB97M-V/def2-TZVPD

```
11
Properties=species:S:1:pos:R:3
C -0.691 1.078 0.017
C 1.784 0.349 0.009
C 0.406 0.675 -0.716
O -0.887 2.015 0.781
O 1.698 1.374 -0.907
P -2.252 0.193 -0.437
H 1.974 0.587 1.125
H 2.275 -0.545 -0.375
H 0.179 -0.026 -1.388
H -1.949 -1.058 0.098
H -2.981 0.790 0.608
```

E: -609.02479 Eh
SMILES string: O=C(P)[C@@H]1CO1
HOMO: -9.240 eV
HOMO-LUMO gap: 9.46 eV
relative energy (zero: lowest compared OMol25 entry of this formula, charge and spin): 324.81 kJ/mol

These are the Löwdin partial charges, in e, on atoms 1 to 6: number 1, C, carries -0.69; number 2, C, carries -0.09; number 3, C, carries -0.24; number 4, O, carries 0.00; number 5, O, carries -0.01; number 6, P, carries 0.88

***

What is the formula in the second record?
C4H6FNO2